Entry 1:
Density functional theory data (ωB97M-V/def2-TZVPD) for a structure of composition C22H23ClN3NiO8P at a distorted geometry.

Multiplicity = 3
Relative energy (zero: lowest compared OMol25 entry of this formula, charge and spin) = 5.3 kcal/mol
Orbital gap (spin up / spin down) = 0.2972 / 0.3174 Eh
HOMO (spin up / spin down) = -8.0 / -8.7 eV
⟨S²⟩ = 2.01

XYZ file:
```
59
C22H23ClN3NiO8P | the Open Molecules 2025 dataset | ωB97M-V/def2-TZVPD
Ni -0.08370 0.09160 0.44850
O -1.08920 -0.17410 3.10720
N 0.14110 0.02840 2.51770
C 1.11930 -0.27440 3.27910
C 2.53610 -0.15730 3.00880
C 3.36770 -0.08700 4.13360
C 4.73690 0.02630 4.01110
C 5.31060 0.07990 2.74960
C 4.50390 0.01240 1.62910
C 3.12530 -0.13110 1.73880
P 2.17330 -0.25600 0.18920
C 2.86610 1.28720 -0.55150
C 3.59610 1.35740 -1.73040
C 4.07720 2.57710 -2.17550
C 3.82180 3.73370 -1.46110
C 3.10310 3.66900 -0.27730
C 2.63170 2.45280 0.17410
C 2.93390 -1.53010 -0.86490
C 3.94580 -2.37950 -0.43360
C 4.41840 -3.37180 -1.27410
C 3.87800 -3.53320 -2.53990
C 2.85230 -2.70160 -2.96290
C 2.37590 -1.70550 -2.12950
H -1.74970 -0.00060 2.39710
H 0.86850 -0.61500 4.28430
H 2.92040 -0.10750 5.11620
H 5.35900 0.07040 4.89150
H 6.38010 0.16850 2.63640
H 4.94360 0.07710 0.64380
H 3.80330 0.46120 -2.29560
H 4.65440 2.61790 -3.08670
H 4.18330 4.68420 -1.82470
H 2.91600 4.56810 0.29180
H 2.05990 2.39110 1.09250
H 4.34270 -2.28580 0.56510
H 5.20380 -4.03220 -0.93270
H 4.24420 -4.31720 -3.18710
H 2.41450 -2.83970 -3.94050
H 1.55260 -1.07130 -2.43300
O 0.42120 2.57570 -2.44280
Cl -0.44920 1.89060 -1.58020
O -1.80050 2.23790 -1.84730
O -0.27470 0.47640 -1.71980
O -0.14990 2.22910 -0.20700
C 0.09990 -4.14870 0.73020
C 0.38920 -2.65500 0.78270
O 1.51500 -2.28470 1.16820
O -0.53690 -1.88700 0.44060
H 0.20960 -4.57180 1.72560
H 0.83120 -4.61730 0.07670
H -0.90510 -4.31420 0.35600
N -2.79280 2.72190 0.70960
C -2.98290 1.41350 0.40780
N -4.15710 1.07170 -0.17110
O -2.20590 0.53480 0.80250
H -3.24300 3.40510 0.12160
H -1.83040 2.94340 0.93950
H -4.66720 1.75280 -0.70450
H -4.22810 0.10980 -0.46810
```

=====

Entry 2:
Density functional theory data (ωB97M-V/def2-TZVPD) for the molecule C14H15N3OS.

Relative energy (zero: lowest compared OMol25 entry of this formula, charge and spin) = 11.9 kcal/mol
Orbital gap = 0.3233 Eh
HOMO = -8.3 eV
SMILES string = CC(=O)Nc1c2c(nn1-c1ccc(C)cc1)CSC2

XYZ file:
```
34
C14H15N3OS | the Open Molecules 2025 dataset | ωB97M-V/def2-TZVPD
C 0.43405 -2.56221 2.64348
C 0.68038 -1.66262 1.45490
O 1.44060 -0.72559 1.47295
N -0.06794 -1.98617 0.35028
C 0.04620 -1.33254 -0.87686
C 0.24032 -1.86132 -2.13668
C 0.33855 -0.74305 -2.97785
N 0.22256 0.38178 -2.30448
N 0.03054 0.02260 -1.02640
C -0.18637 1.01229 -0.05422
C 0.52778 2.20104 -0.13561
C 0.31495 3.19272 0.79910
C -0.60743 3.02375 1.82681
C -1.32736 1.83839 1.88270
C -1.13096 0.83895 0.94796
H -1.71497 -0.06815 0.99710
H -2.05915 1.69379 2.66479
C -0.81422 4.10800 2.83956
H -1.13951 5.02567 2.35100
H -1.56272 3.82085 3.57349
H 0.11889 4.32156 3.35898
H 0.87749 4.11294 0.73832
H 1.24179 2.32622 -0.93352
C 0.55576 -0.99686 -4.41922
H 1.51995 -0.62637 -4.76896
H -0.23689 -0.58706 -5.04508
S 0.53383 -2.83198 -4.56874
C 0.36513 -3.19518 -2.76465
H -0.51637 -3.82497 -2.62930
H 1.25329 -3.74129 -2.44024
H -0.53977 -2.87811 0.32387
H 1.38911 -2.93795 3.00303
H -0.00348 -1.96431 3.44060
H -0.22406 -3.39479 2.41291
```

=====

Entry 3:
Density functional theory data (ωB97M-V/def2-TZVPD) for a cluster of 8 separate species, C51H82N3O19P2S10 in total at a distorted geometry.

Charge = +1
Relative energy (zero: lowest compared OMol25 entry of this formula, charge and spin) = 110.8 kcal/mol
Orbital gap = 0.2027 Eh
HOMO = -10.0 eV

XYZ file:
```
167
C51H82N3O19P2S10 | the Open Molecules 2025 dataset | ωB97M-V/def2-TZVPD
N 3.71592 0.76395 4.80706
C 2.57278 1.32616 4.02314
C 2.15930 0.37770 2.84994
N 2.96486 0.35448 1.73531
C 2.73248 -0.46150 0.64306
C 1.58899 -1.38234 0.58611
C 1.44950 -2.28440 -0.67406
C 0.06514 -2.06719 -1.45173
C 0.48518 -1.28877 -2.78607
S -0.93768 -0.53518 -3.65447
C -0.37686 1.12181 -4.17738
S -1.26927 1.87684 -5.32795
N 0.79977 1.63895 -3.48365
C 0.60590 2.97416 -2.93796
C 0.53621 3.06125 -1.46279
C 0.32404 4.30628 -0.73388
C 0.18729 5.54861 -1.49832
C 0.25680 5.48085 -2.97267
C 0.46839 4.21483 -3.69799
C 2.03334 1.50427 -4.24433
C 3.28450 1.34141 -3.46217
C 4.57600 1.16134 -4.10287
C 4.71560 1.13124 -5.56801
C 3.47380 1.29824 -6.34439
C 2.15712 1.47727 -5.69743
C 0.67777 -1.39479 1.75604
C -0.54117 -2.36353 1.79297
O -0.43294 -3.33436 2.49112
O -1.70601 -2.20228 1.05218
P -2.81656 -1.12481 1.78353
P -2.76902 0.75646 0.64764
O -2.95718 0.49830 -0.80542
O -1.37098 1.64216 0.97169
O -4.05234 1.72030 1.12230
C 0.97816 -0.49296 2.89616
S -0.08571 -0.41940 4.38490
H 3.65682 1.08984 5.77877
H 3.68236 -0.25686 4.83567
H 2.89507 2.33278 3.64413
H 1.73619 1.50077 4.74666
H 3.77758 0.98324 1.74827
H 3.47228 -0.41041 -0.19394
H 2.29679 -1.98712 -1.36119
H 1.63352 -3.36633 -0.41972
H -0.41901 -3.03041 -1.74479
H -0.60287 -1.38373 -0.87184
H 1.06473 -1.99700 -3.44727
H 1.24996 -0.53054 -2.44359
H 0.63235 2.11176 -0.87168
H 0.25528 4.29700 0.37704
H 0.03432 6.54503 -0.97532
H 0.11415 6.46004 -3.49847
H 0.48419 4.18878 -4.81251
H 3.23599 1.32457 -2.34621
H 5.48733 1.02611 -3.47429
H 5.70959 0.96903 -6.05780
H 3.59314 1.24634 -7.45571
H 1.25879 1.57060 -6.34458
H -2.34618 -0.79590 3.08752
H -1.66436 2.43930 1.45985
H -3.82211 2.10142 1.99894
H 0.59976 -1.22674 5.26362
C -4.94727 7.96558 -2.08774
C -4.17579 6.98638 -2.97714
C -2.80311 7.60416 -3.25650
S -2.43143 8.65627 -1.85379
O -2.39028 10.02453 -2.30247
O -1.35661 8.06833 -1.08457
C -3.97362 8.38664 -0.99364
H -5.84644 7.51115 -1.67002
H -5.25022 8.83730 -2.67460
H -4.05131 6.03608 -2.44998
H -4.70925 6.77773 -3.90536
H -2.03108 6.84265 -3.35008
H -2.81941 8.22877 -4.14989
H -4.27374 9.29716 -0.47760
H -3.81720 7.58077 -0.27454
C -7.44294 -0.91160 4.76603
C -7.73410 -0.16908 3.45899
C -6.94571 1.14283 3.49124
S -5.51394 0.83915 4.52400
O -5.61854 1.65630 5.70884
O -4.31792 0.82884 3.69887
C -5.93356 -0.84067 4.95562
H -7.79260 -1.94176 4.73262
H -7.94830 -0.41034 5.59578
H -7.40176 -0.77740 2.61278
H -8.80078 0.01660 3.32897
H -6.61624 1.43990 2.49554
H -7.52409 1.94690 3.94653
H -5.61825 -1.05176 5.97623
H -5.41761 -1.50345 4.25779
C -7.41137 -6.68745 5.64691
C -8.09029 -6.84221 7.01101
C -7.83712 -5.55323 7.79899
S -7.64627 -4.25227 6.58233
O -6.28953 -3.75710 6.64409
O -8.78691 -3.37027 6.64221
C -7.80141 -5.30195 5.14524
H -7.72040 -7.46699 4.94984
H -6.32588 -6.75068 5.76554
H -9.16542 -6.98136 6.86854
H -7.71683 -7.71286 7.55129
H -8.67126 -5.31156 8.45598
H -6.91448 -5.61174 8.37663
H -7.15664 -4.93621 4.34719
H -8.84485 -5.27790 4.82678
C 5.01037 -4.86904 -4.41947
C 4.35297 -5.13532 -3.06280
C 4.54845 -3.88356 -2.20424
S 4.66371 -2.50765 -3.34873
O 5.99323 -1.94935 -3.26634
O 3.47689 -1.68891 -3.22905
C 4.54737 -3.47986 -4.84011
H 4.73456 -5.61929 -5.15438
H 6.09963 -4.88455 -4.31097
H 3.28433 -5.32015 -3.20690
H 4.77432 -6.01576 -2.57562
H 3.70978 -3.72258 -1.52938
H 5.47846 -3.92854 -1.63637
H 5.16517 -3.03837 -5.62053
H 3.50125 -3.49109 -5.15025
C -3.67945 3.41751 8.55783
C -2.93009 2.38496 7.71165
C -1.54666 2.96289 7.40119
S -1.14910 4.06919 8.75376
O -1.08322 5.41512 8.24150
O -0.08423 3.49508 9.54035
C -2.69290 3.86869 9.62991
H -4.58551 2.99972 8.99754
H -3.96776 4.26751 7.93303
H -2.82208 1.45699 8.28120
H -3.47107 2.14509 6.79559
H -0.78820 2.18304 7.33971
H -1.55484 3.54638 6.48001
H -2.97320 4.80704 10.10547
H -2.54926 3.09313 10.38390
C 3.98521 -6.58375 -9.81472
C 2.50261 -6.37606 -10.13739
C 1.81903 -5.88288 -8.85837
S 3.07801 -5.02160 -7.91867
O 3.32508 -5.75702 -6.69798
O 2.79106 -3.60786 -7.91653
C 4.42142 -5.33829 -9.05178
H 4.57975 -6.72869 -10.71716
H 4.10519 -7.46979 -9.18470
H 2.40331 -5.62130 -10.92226
H 2.03713 -7.29176 -10.50378
H 1.00136 -5.19753 -9.07663
H 1.45594 -6.71350 -8.25279
H 5.34919 -5.47604 -8.49826
H 4.50468 -4.47774 -9.71735
C 7.67360 0.18109 -0.54746
C 7.89687 1.69720 -0.52669
C 9.36685 1.94905 -0.87319
S 9.88250 0.57109 -1.89834
O 10.87899 -0.18598 -1.18279
O 10.09292 1.03410 -3.24655
C 8.33500 -0.31806 -1.82549
H 6.61146 -0.07313 -0.52140
H 8.15251 -0.27432 0.32464
H 7.25546 2.16979 -1.27660
H 7.64143 2.13054 0.44218
H 9.49742 2.87786 -1.42633
H 9.99282 1.95739 0.01918
H 8.52291 -1.38988 -1.82208
H 7.75035 -0.04236 -2.70385
```

=====

Entry 4:
Density functional theory data (ωB97M-V/def2-TZVPD) for a structure of composition C18H32BIrN7O2S.

Charge = +3
Relative energy (zero: lowest compared OMol25 entry of this formula, charge and spin) = 0.0 kcal/mol
Orbital gap = 0.2720 Eh
HOMO = -16.7 eV

XYZ file:
```
62
C18H32BIrN7O2S | the Open Molecules 2025 dataset | ωB97M-V/def2-TZVPD
Ir -1.31226 -0.43335 -0.75527
B 1.59798 -1.56842 0.67203
N 1.61979 -1.12389 -0.81774
C 2.62139 -1.30397 -1.68624
C 2.19678 -0.92898 -2.95499
C 0.88687 -0.51330 -2.77196
N 0.55809 -0.63622 -1.47561
N 0.65251 -0.62958 1.46240
C 0.77967 -0.31134 2.75484
C -0.41277 0.23018 3.21622
C -1.25571 0.20878 2.11753
N -0.59761 -0.32410 1.07522
H 2.69541 -1.46737 1.12197
H 1.16673 -2.72186 0.74369
H 3.57774 -1.66565 -1.34431
H 2.76448 -0.93470 -3.86917
H 0.18222 -0.11733 -3.48827
H 1.70667 -0.50775 3.26833
H -0.63537 0.58349 4.20764
H -2.27257 0.54536 2.00955
C -4.48221 1.51971 0.39607
C -4.24197 0.63567 -0.77706
N -4.99796 0.75015 -1.84248
O -3.35619 -0.27816 -0.73583
H -5.19377 2.31286 0.18130
H -3.53834 1.96233 0.71235
H -4.87068 0.90767 1.21246
H -5.76571 1.40517 -1.86726
H -4.89541 0.11456 -2.62054
C 4.09233 2.95306 2.74506
C 3.01830 2.78357 1.71369
C 1.67407 3.00720 2.03207
C 0.68406 2.90159 1.07429
C 1.04436 2.54703 -0.22352
C 2.37071 2.30061 -0.56678
C 3.34782 2.42465 0.40527
S -0.13965 2.41423 -1.50692
C -0.87641 4.03252 -1.55241
O -1.35346 1.59939 -0.89558
H 3.67875 3.06362 3.74491
H 4.68184 3.84520 2.52599
H 4.77813 2.10579 2.73955
H 1.40992 3.29217 3.04250
H -0.35160 3.08607 1.33501
H 2.63507 2.03273 -1.58298
H 4.38533 2.25500 0.14509
H -1.20518 4.31487 -0.55448
H -1.70577 3.99810 -2.25540
H -0.10977 4.71834 -1.91314
N 0.42997 -5.33018 -0.10527
C -0.76384 -4.94598 -0.95507
C -0.74500 -3.47638 -1.37632
N -1.47027 -2.54962 -0.46117
H 0.39130 -6.32301 0.14838
H 0.50138 -4.78851 0.76105
H 1.30802 -5.17911 -0.60999
H -1.65565 -5.21363 -0.38925
H -0.71842 -5.58874 -1.83202
H -1.20867 -3.39389 -2.35778
H 0.28246 -3.12842 -1.47721
H -1.13208 -2.65833 0.49636
H -2.45588 -2.80992 -0.43876
```